A:
C6H6O | ωB97M-V with the def2-TZVPD basis set

Structure (XYZ):
```
13
Properties=species:S:1:pos:R:3:lowdin_charge:R:1
O 0.12050 0.06572 -3.11995 0.1298
C 0.22610 -0.21566 -1.97738 -0.1709
C 0.63245 -0.73540 -0.87835 -0.1518
C 1.14248 -0.53200 0.58736 -0.0584
C 0.14216 -1.56003 0.25276 -0.1099
H 2.17451 -0.65626 0.74244 0.0939
H 0.74535 0.29742 1.01888 0.0031
H 0.31416 -2.62546 0.40153 0.1137
H -0.81125 -1.37496 0.51143 0.0606
C -1.74035 1.73783 0.75985 -0.0105
C -0.58394 1.95045 0.58513 -0.0606
H -2.78421 1.29807 0.89749 0.0683
H 0.42205 2.35028 0.21882 0.0927
```

As for the SMILES: O=C=C1CC1.C#C. Its net charge is 0.


B:
C6H6O | ωB97M-V with the def2-TZVPD basis set

Structure (XYZ):
```
13
Properties=species:S:1:pos:R:3:lowdin_charge:R:1
C -2.22029 1.41231 -0.85224 0.1216
C -1.49481 0.45304 -0.79840 -0.1393
C -0.61675 -0.70027 -0.62671 -0.1547
C 0.35242 -0.48735 0.53971 -0.4404
O -0.23886 0.01383 1.70309 -0.0082
C 1.58518 0.23730 0.16229 -0.0612
C 2.78159 0.10833 0.14375 0.1248
H -2.89740 2.23256 -0.93233 0.0281
H -1.20912 -1.59375 -0.40675 0.1258
H -0.03796 -0.89830 -1.53707 0.1274
H 0.75668 -1.46541 0.81201 0.1486
H -0.53776 0.91209 1.50580 0.0929
H 3.77709 -0.22437 0.28684 0.0345
```

As for the SMILES: C#CC[C@H](O)C#C. Its net charge is 0.


C:
C6H6O | ωB97M-V with the def2-TZVPD basis set

Structure (XYZ):
```
13
Properties=species:S:1:pos:R:3:lowdin_charge:R:1
C 0.16683 1.13800 0.27414 -0.1585
C -0.00053 -0.18388 1.00925 -0.3110
C -1.05756 -1.07657 0.20792 -0.1734
C -1.21839 -0.98185 -1.04292 0.1615
C 1.05876 0.67173 -0.81568 -0.0954
C 1.23448 -0.96170 0.69591 0.0013
O 1.72090 -0.40679 -0.40443 -0.0548
H -0.74848 1.62412 -0.05191 0.1202
H 0.71781 1.82145 0.93775 0.1263
H -0.31229 -0.12908 2.04585 0.1287
H -1.51708 -1.76395 0.90176 0.1006
H -1.44385 -0.94117 -2.06844 0.0382
H 1.39941 1.18970 -1.68919 0.1163
```

Its net charge is 0.


What should be chosen as the most stable of them? Choose B.


A:
C6H6O | ωB97M-V with the def2-TZVPD basis set

Structure (XYZ):
```
13
Properties=species:S:1:pos:R:3:lowdin_charge:R:1
C 2.82506 0.14118 -0.10229 0.1462
C 1.75979 -0.14344 0.38351 -0.0741
C 0.55853 -0.53655 1.10869 -0.3199
O -0.02132 0.21414 1.86508 0.0151
H 3.77713 0.39906 -0.51180 0.0378
H 0.28238 -1.59886 1.02551 0.1233
C -0.74497 -0.71080 -1.20770 -0.0409
C -1.46034 0.27256 -0.71425 -0.1677
C -1.94122 1.18617 0.07434 0.0261
H -1.04243 -1.74551 -1.06160 0.0732
H 0.15804 -0.52276 -1.78066 0.0670
H -1.38401 1.20426 1.01595 0.0499
H -2.76695 1.87137 -0.07284 0.0640
```

As for the SMILES: C#CC=O.C=C=C. Its net charge is 0.


B:
C6H6O | ωB97M-V with the def2-TZVPD basis set

Structure (XYZ):
```
13
Properties=species:S:1:pos:R:3:lowdin_charge:R:1
O 0.50453 -2.21027 0.58454 -0.0888
C 1.09986 -0.00653 -0.03563 0.0352
C 0.13826 0.69695 -0.82380 -0.4068
C -0.60776 -0.60080 -0.73673 0.0619
C -0.58617 -1.78742 -0.18596 -0.2221
C -0.53857 1.78885 -0.15672 -0.0968
C -1.04742 2.68159 0.46295 0.1332
H 0.26872 -2.04410 1.50326 0.0948
H 1.19318 0.16944 1.03798 0.1075
H 1.95637 -0.51022 -0.47703 0.1047
H 0.44389 0.88108 -1.84324 0.1463
H -1.33064 -2.57818 -0.27053 0.1043
H -1.49425 3.51962 0.94090 0.0265
```

Its net charge is 0.


What should be chosen as the most stable of them? Choose A.


A:
C5H6OS | ωB97M-V with the def2-TZVPD basis set

Structure (XYZ):
```
13
Properties=species:S:1:pos:R:3:lowdin_charge:R:1
C 1.19042 0.15811 -0.45691 -0.6730
C 0.24368 -0.99391 -0.67495 -0.2017
C -0.82780 -0.54285 0.04063 -0.3749
C -0.37794 0.33585 1.13793 -0.1309
C 0.13550 1.15066 0.03572 -0.2853
H 0.70795 -2.01247 -0.56501 0.1516
H -0.17599 -1.11085 -1.75414 0.1784
H -1.69013 -1.31467 0.07608 0.1912
H 0.35264 0.03316 1.95070 0.1379
H -1.26135 0.85043 1.71097 0.1656
H 0.04298 2.32023 -0.04961 0.2016
O -1.11728 0.74550 -0.56146 -0.0558
S 2.77733 0.38082 -0.88994 0.6952
```

Its net charge is 0.


B:
C5H6OS | ωB97M-V with the def2-TZVPD basis set

Structure (XYZ):
```
13
Properties=species:S:1:pos:R:3:lowdin_charge:R:1
O 1.10004 1.86527 -1.93116 0.0663
C 0.87999 1.11029 -1.08441 -0.7519
C -0.49887 0.41184 -1.07057 -0.1053
C -0.46944 -0.74441 -0.05797 -0.2903
C -0.53646 -0.23919 1.35356 -0.1288
C 0.79916 -0.75782 0.77709 -0.4639
S 1.98153 0.55536 0.19380 0.9736
H -1.24634 1.20200 -0.76138 0.1419
H -0.76578 0.07500 -2.05130 0.1092
H -0.80364 -1.74281 -0.22208 0.1236
H -0.66499 0.85854 1.44468 0.1200
H -0.91676 -0.92149 2.06385 0.0828
H 1.14155 -1.67257 1.34588 0.1229
```

As for the SMILES: O=C1C[C@@H]2C[C@@H]2S1. Its net charge is 0.


What should be chosen as the most stable of them? Choose B.


A:
C19H20N2O3S | ωB97M-V with the def2-TZVPD basis set

Structure (XYZ):
```
45
Properties=species:S:1:pos:R:3:lowdin_charge:R:1
C 7.06421 -3.28827 0.19294 -0.0911
O 6.52136 -2.41296 -0.76528 -0.0842
C 5.85444 -1.30734 -0.33402 -0.2771
C 5.66312 -0.95841 0.99738 -0.0167
C 4.96395 0.19507 1.31612 -0.0311
C 4.45563 1.01900 0.32742 -0.2320
C 3.66593 2.26240 0.66830 -0.0516
C 2.24002 2.00250 0.34876 -0.3193
N 1.63110 2.33303 -0.73880 0.2018
C 0.36032 1.82453 -0.60906 -0.2072
C -0.74684 1.87262 -1.44445 0.0027
C -1.89648 1.24390 -1.01287 -0.0384
C -1.96349 0.58443 0.22216 -0.1321
C -3.21342 -0.07955 0.70179 -0.4576
O -3.52173 -0.11916 1.87553 0.0734
N -3.95714 -0.66404 -0.27074 0.0587
C -5.21543 -1.31324 0.00575 -0.2606
C -6.39342 -0.40285 -0.32774 -0.4899
S -7.96075 -1.30778 -0.08327 0.7826
C -9.10227 0.09519 -0.23331 -0.4194
C -0.86934 0.55594 1.07972 0.0781
C 0.28211 1.17194 0.63997 -0.1732
O 1.49421 1.29752 1.23722 0.1437
C 4.64234 0.66240 -1.00463 -0.0276
C 5.33339 -0.48218 -1.33371 0.0057
H 7.81456 -2.78918 0.81475 0.0952
H 7.54108 -4.08635 -0.37388 0.0927
H 6.28637 -3.71592 0.83387 0.0956
H 6.04834 -1.57253 1.79595 0.1021
H 4.81998 0.44962 2.35625 0.1156
H 4.00444 3.10613 0.06699 0.1310
H 3.76402 2.49364 1.72928 0.1266
H -0.70072 2.38736 -2.38999 0.1136
H -2.77816 1.29500 -1.63586 0.1074
H -3.65362 -0.61085 -1.22902 0.1308
H -5.23019 -1.55178 1.07194 0.1180
H -5.28599 -2.23970 -0.57060 0.1169
H -6.39686 0.46693 0.32991 0.0830
H -6.35158 -0.07597 -1.36958 0.0767
H -10.10521 -0.30379 -0.12713 0.0249
H -8.90098 0.81230 0.55772 0.0320
H -8.98682 0.55690 -1.21006 0.0313
H -0.94018 0.06908 2.03862 0.1325
H 4.23376 1.29107 -1.78164 0.1180
H 5.48592 -0.76664 -2.36266 0.1185
```

As for the SMILES: COc1ccc(Cc2nc3ccc(C(=O)NCCSC)cc3o2)cc1. Its net charge is 0.


B:
C19H20N2O3S | ωB97M-V with the def2-TZVPD basis set

Structure (XYZ):
```
45
Properties=species:S:1:pos:R:3:lowdin_charge:R:1
C 2.06776 -2.96812 -4.80010 -0.0821
O 1.82673 -4.05579 -3.93801 -0.0800
C 1.36041 -3.79944 -2.68771 -0.2697
C 1.07036 -4.91597 -1.90160 -0.0176
C 0.59801 -4.74765 -0.61674 -0.0850
C 0.39368 -3.48048 -0.10162 -0.0383
C 0.66953 -2.36427 -0.88585 -0.2449
N 0.48691 -1.10536 -0.30717 0.0737
C 0.18108 0.08004 -0.90444 -0.7527
S -0.27370 0.21999 -2.48974 0.7185
N 0.26565 1.17623 -0.10340 -0.0740
C 0.90574 1.14353 1.19771 -0.0562
C -0.03640 0.84224 2.32289 -0.2574
C -0.26867 1.48602 3.50147 -0.0286
C -1.28249 0.75021 4.16426 -0.0502
C -1.59196 -0.28479 3.34260 -0.1056
O -0.83852 -0.24539 2.22780 0.0203
C -0.36360 2.43475 -0.49819 -0.3106
C 0.67082 3.47959 -0.91118 -0.0180
C -1.25597 2.91254 0.60314 -0.2473
C -2.52040 2.52477 0.94257 -0.0030
C -2.87129 3.27547 2.08921 -0.0541
C -1.79654 4.06254 2.36013 -0.1267
O -0.81464 3.85091 1.46861 0.0342
C 1.17506 -2.52383 -2.17085 -0.0043
H 2.88633 -2.33996 -4.43393 0.0967
H 1.17190 -2.35442 -4.93244 0.0970
H 2.35162 -3.40699 -5.75538 0.0923
H 1.22504 -5.89707 -2.32014 0.1136
H 0.37966 -5.61277 -0.00879 0.1039
H 0.01617 -3.35233 0.90298 0.1074
H 0.29450 -1.15194 0.68586 0.1126
H 1.72193 0.41161 1.16808 0.1423
H 1.34339 2.12634 1.38696 0.1344
H 0.22067 2.36955 3.85542 0.1171
H -1.71755 0.97056 5.11668 0.1040
H -2.29720 -1.08719 3.42520 0.1214
H -0.98436 2.19262 -1.36928 0.0805
H 1.30098 3.77029 -0.07460 0.0740
H 1.29261 3.07547 -1.70542 0.0812
H 0.16122 4.36486 -1.28059 0.0909
H -3.12108 1.79795 0.43518 0.1210
H -3.79345 3.23218 2.63086 0.1038
H -1.61685 4.79385 3.12290 0.1218
H 1.40691 -1.65035 -2.75334 0.0437
```

As for the SMILES: COc1cccc(NC(=S)N(Cc2ccco2)[C@H](C)c2ccco2)c1. Its net charge is 0.


C:
C19H20N2O3S | ωB97M-V with the def2-TZVPD basis set

Structure (XYZ):
```
45
Properties=species:S:1:pos:R:3:lowdin_charge:R:1
C -2.48279 -3.46991 0.08547 -0.0418
C -3.13548 -2.19931 0.53894 -0.2662
C -4.31012 -2.22887 1.28076 -0.0602
C -4.91633 -1.04873 1.67238 -0.0822
C -4.36684 0.17153 1.32699 -0.0346
C -3.18953 0.21443 0.58509 -0.2845
N -2.60015 1.43322 0.26183 -0.0570
S -1.68486 1.68308 -1.12690 0.6683
O -2.16657 0.88421 -2.21392 -0.2732
O -1.65695 3.10868 -1.27248 -0.2870
C -0.07184 1.10532 -0.63318 -0.2816
C 0.53416 1.72888 0.44293 0.0050
C 1.78285 1.30676 0.87946 -0.1279
C 2.34943 0.25111 0.18096 -0.1093
C 1.75529 -0.36796 -0.92034 -0.1005
C 0.51696 0.06512 -1.34013 0.0005
C 2.68559 -1.44537 -1.39304 -0.1895
C 2.08243 -2.84979 -1.32397 -0.0280
C 3.87330 -1.31726 -0.42688 -0.3873
O 4.88728 -1.97021 -0.41713 0.1019
N 3.57349 -0.31334 0.45547 0.0346
C 4.36568 0.16743 1.56181 -0.1115
C 4.06930 1.65236 1.77882 -0.1558
C 2.57273 1.89292 2.01381 -0.1273
C -2.57957 -0.97393 0.20254 0.0097
H -2.66688 -4.27580 0.79219 0.0777
H -1.40997 -3.33508 -0.03006 0.0679
H -2.89053 -3.76870 -0.88036 0.0877
H -4.75064 -3.17728 1.55031 0.1077
H -5.82954 -1.07722 2.24834 0.1035
H -4.84338 1.09282 1.62921 0.1082
H -3.12606 2.25462 0.51671 0.1185
H 0.02104 2.54761 0.92126 0.1254
H -0.00419 -0.35831 -2.18388 0.1251
H 3.03813 -1.25964 -2.41204 0.1640
H 1.68910 -3.04182 -0.32776 0.0893
H 1.27527 -2.94904 -2.04500 0.0804
H 2.85051 -3.58711 -1.54302 0.0834
H 5.41951 -0.00224 1.32795 0.1315
H 4.11700 -0.40376 2.46478 0.1365
H 4.64463 2.01042 2.63246 0.1153
H 4.38468 2.21013 0.89485 0.1254
H 2.37121 2.96127 2.10051 0.1210
H 2.26669 1.42064 2.95214 0.1259
H -1.67084 -0.93629 -0.37471 0.0907
```

As for the SMILES: Cc1cccc(NS(=O)(=O)c2cc3c4c(c2)[C@H](C)C(=O)N4CCC3)c1. Its net charge is 0.


What should be chosen as the most stable of them? Choose C.